[1]
C49H39AsN2NaO4PS2Se2 | the ωB97M-V functional and the def2-TZVPD basis

Summary:
**Max |F|**: 2.09 eV/Å
**Total energy**: -10639.821745 Eh
**ΔE to the lowest compared entry with this formula, charge and spin**: 27.2 kcal/mol
**Frontier orbital gap**: 5.38 eV

Structure (ORCA input):
```
! wB97M-V def2-TZVPD RIJCOSX def2/J DEFGRID3
* xyz -2 1
H -1.30 3.51 3.89
H -1.11 -0.22 -6.89
H 0.57 3.10 -2.41
C 5.36 -3.46 -3.35
C 5.80 -0.36 2.19
O -0.65 1.75 -8.16
C 2.67 1.61 0.22
H -4.01 -1.62 6.64
H -5.21 0.48 0.75
P -1.21 0.67 3.33
H 0.59 -0.18 5.55
C 3.28 1.12 -2.04
H 0.43 5.20 4.36
C 3.45 3.36 -1.21
C -3.89 -4.17 -1.35
H -3.56 -0.28 4.60
C -5.13 0.51 -1.38
H -2.73 -1.62 0.55
C -7.88 0.84 -1.31
C -3.00 -1.31 6.40
H -2.32 1.58 -0.08
H 6.25 -1.13 4.13
H -2.13 -2.26 8.11
C 3.79 -2.09 -1.50
C -3.14 -2.15 -0.30
C 5.01 -2.61 -1.13
H 3.76 -3.12 -4.74
C -2.75 -0.56 5.27
Se -3.02 1.68 2.87
H 2.82 4.56 4.35
H 4.14 -2.40 4.30
N -2.69 0.64 -0.10
C 5.53 -1.11 3.32
C -7.22 0.79 -2.53
H 3.71 4.40 -1.36
C 3.31 -2.31 -2.81
C 1.45 1.55 3.64
C 2.99 2.94 0.03
Se -0.37 -0.96 2.20
H 3.38 0.41 -2.85
O -1.09 -0.49 -2.42
H -8.95 0.98 -1.29
H 2.54 -2.40 2.41
O 0.07 1.62 -1.14
C -0.29 1.47 -3.49
H -7.77 0.88 -3.46
C -0.41 -0.49 5.80
S -3.27 0.34 -1.50
H -1.46 -1.48 -4.76
H -4.30 -1.53 -3.41
H 2.86 3.64 0.84
H 2.30 1.28 1.19
C -1.47 -0.13 4.97
H 5.36 -2.49 -0.11
C -5.85 0.63 -2.56
C -1.94 -1.66 7.23
H 6.72 0.20 2.11
C 4.89 -0.36 1.14
C 0.72 4.18 4.16
C 3.46 -1.83 2.35
C -4.04 -2.09 -2.52
C -5.79 0.55 -0.16
C 0.12 2.09 -2.27
C -0.12 2.15 -4.69
C -0.25 3.22 3.91
H -5.32 0.59 -3.50
C 2.06 3.82 4.15
C 0.11 1.91 3.65
C -4.24 -3.46 -2.48
H 3.91 2.79 -3.22
H 0.17 -1.53 7.58
C 2.84 0.68 -0.80
C 2.42 2.51 3.89
H -4.06 -5.24 -1.32
S 1.73 -1.74 -3.18
C -0.44 1.56 -5.90
H 1.74 0.53 3.43
H 3.47 2.23 3.87
C 4.12 -2.97 -3.73
C -0.92 0.23 -5.92
H 5.98 -3.99 -4.06
H -7.69 0.75 0.82
As 2.48 -1.18 -0.36
C -0.65 -1.25 6.93
Na -0.45 -0.27 -0.55
H 0.29 3.15 -4.68
C 3.58 2.46 -2.24
H -3.07 -4.08 0.62
C 3.71 -1.09 1.20
C -1.11 -0.45 -4.77
C 4.35 -1.83 3.40
H 5.11 0.23 0.25
C 5.80 -3.30 -2.04
C -3.34 -3.52 -0.26
C -0.84 0.13 -3.48
H 6.76 -3.71 -1.74
H -4.66 -3.97 -3.34
N -0.31 2.28 -7.09
C -7.16 0.72 -0.13
O 0.13 3.44 -7.05
C -3.49 -1.44 -1.43
*
```

=====

[2]
C6H10ClNOS | the ωB97M-V functional and the def2-TZVPD basis

Summary:
**Max |F|**: 14.16 eV/Å
**Total energy**: -1222.642846 Eh
**ΔE to the lowest compared entry with this formula, charge and spin**: 157.2 kcal/mol
**Frontier orbital gap**: 5.71 eV

Structure (ORCA input):
```
! wB97M-V def2-TZVPD RIJCOSX def2/J DEFGRID3
* xyz 0 1
H 0.09 -0.67 -1.27
S -0.20 1.14 0.80
O 0.25 2.30 2.22
H 0.30 -4.48 -0.47
Cl -2.35 3.29 1.24
C -0.16 -3.54 -0.31
H 1.69 -2.68 -1.24
C 0.93 -2.44 -0.44
C -0.92 3.35 -1.13
H -0.41 -3.52 0.79
H -0.98 -3.24 -1.03
H 1.52 -2.47 0.55
C 0.34 2.70 1.04
C 0.22 -0.50 0.75
H -1.82 3.81 -1.77
C -0.87 3.12 0.24
H 0.49 -1.19 1.66
H -0.05 3.25 -1.68
N 0.51 -1.14 -0.42
H 1.39 2.92 0.46
*
```

=====

[3]
C3H2BaLiO2 | the ωB97M-V functional and the def2-TZVPD basis

Summary:
**Max |F|**: 1.97 eV/Å
**Expectation value of S²**: 0.758
**Total energy**: -298.303074 Eh
**ΔE to the lowest compared entry with this formula, charge and spin**: 57.2 kcal/mol
**Frontier orbital gap (alpha / beta)**: 5.46 / 5.78 eV

Structure (ORCA input):
```
! wB97M-V def2-TZVPD RIJCOSX def2/J DEFGRID3
* xyz 2 2
H -3.98 -1.64 0.05
Ba 2.57 0.12 0.62
C -3.02 -1.11 0.15
C -3.15 0.17 0.21
C -0.78 0.98 -0.38
Li -1.24 -1.96 -0.48
O -1.80 1.19 0.28
O -0.15 -0.09 -0.52
H -3.91 0.92 -0.03
*
```

=====

[4]
C32H84F3MnN7O11S | the ωB97M-V functional and the def2-TZVPD basis

Summary:
**Max |F|**: 4.80 eV/Å
**Expectation value of S²**: 12.003
**Total energy**: -4329.119800 Eh
**Frontier orbital gap (alpha / beta)**: 1.87 / 8.44 eV

Structure (ORCA input):
```
! wB97M-V def2-TZVPD RIJCOSX def2/J DEFGRID3
* xyz -1 7
C -0.11 -16.40 -6.85
H 7.71 -13.66 -9.99
H 7.48 -18.59 -5.85
H 6.49 -19.02 -8.88
H -0.71 -15.49 -6.84
H 6.15 -11.95 -12.63
H 7.42 -10.65 -14.67
C 8.67 -16.90 -5.83
C 5.33 -11.11 -9.76
H 1.86 -19.79 -15.43
H 3.44 -16.06 -12.43
C 7.14 -11.67 -14.94
C 7.01 -13.85 -11.95
H 8.02 -17.88 -15.21
H 6.05 -11.62 -14.99
N 8.27 -18.55 -4.13
C 8.47 -18.30 -5.49
O 1.89 -14.07 -6.48
H 4.70 -18.86 -13.61
H 6.92 -15.37 -9.12
C 4.81 -20.94 -14.48
H 3.00 -12.65 -7.53
C 8.08 -13.31 -10.95
H 2.70 -21.04 -16.28
H 6.49 -19.75 -14.94
N 1.73 -17.49 -7.73
H 7.87 -14.77 -13.35
C 6.98 -20.98 -13.32
O 3.88 -10.90 -9.67
H 6.27 -8.62 -7.78
O 10.76 -16.87 -11.77
N 5.58 -19.00 -13.14
H 3.88 -21.22 -8.38
C 7.30 -16.52 -17.00
C 2.78 -12.97 -6.51
C 5.90 -10.27 -8.56
H 6.98 -10.42 -8.62
O 5.50 -16.99 -10.83
H 4.01 -19.45 -8.43
H 6.97 -15.26 -15.33
H 0.06 -16.75 -5.83
H 1.12 -15.85 -8.44
C 5.55 -17.00 -9.41
F 9.78 -19.24 -9.54
O 3.87 -20.01 -14.97
H 3.06 -17.30 -13.71
H 11.88 -19.70 -7.32
C 3.57 -20.20 -10.36
C 2.73 -23.73 -11.53
H 3.80 -18.23 -10.70
H 9.10 -13.58 -11.23
H 8.13 -19.53 -3.90
O 4.91 -16.48 -13.83
H 8.80 -16.81 -6.91
H 3.63 -11.60 -11.60
C 2.87 -21.37 -11.10
C 12.06 -19.38 -6.29
C 2.28 -15.32 -6.72
H 12.33 -20.23 -5.66
H 9.22 -18.50 -3.80
C 6.83 -16.32 -15.53
H 5.00 -21.51 -15.39
N 7.47 -15.10 -12.49
H 3.26 -15.43 -7.17
H 9.52 -19.14 -7.19
H 9.49 -20.28 -5.84
C 2.57 -20.60 -15.29
H 4.66 -15.82 -15.78
H 7.35 -21.70 -14.05
C 9.60 -19.23 -6.10
H 4.43 -21.60 -13.70
O 10.19 -18.63 -13.40
H 2.45 -20.37 -8.50
C 3.55 -16.36 -13.48
H 8.07 -12.23 -10.89
H 7.77 -20.34 -12.91
H 5.73 -13.38 -13.53
C 10.20 -19.57 -10.80
H 7.49 -17.53 -9.11
F 9.58 -20.71 -11.23
N 7.57 -17.19 -14.64
C 6.56 -17.95 -8.73
H 4.77 -8.58 -8.55
C 1.25 -16.21 -7.42
O 8.45 -17.78 -12.03
H 8.35 -16.29 -17.19
H 7.59 -11.80 -15.92
H 8.44 -16.72 -14.41
H 5.19 -14.80 -9.21
H 5.68 -10.63 -10.67
H 6.53 -17.74 -7.66
H 2.61 -21.03 -12.10
H 2.39 -15.79 -5.74
C 6.56 -12.87 -13.04
H 6.76 -15.83 -17.65
F 11.50 -19.85 -10.69
C 5.87 -15.60 -8.91
H 6.09 -10.33 -6.38
H 7.71 -16.46 -5.55
H 9.52 -16.43 -5.33
H 5.66 -12.14 -9.86
H 12.70 -18.53 -6.08
H 2.50 -12.04 -6.01
H 2.63 -17.50 -8.19
H 8.38 -15.27 -12.07
H 4.58 -17.44 -9.18
H 3.06 -15.65 -14.15
O 3.55 -22.62 -11.13
H 1.90 -21.49 -10.63
H 1.95 -24.07 -10.86
H 3.73 -13.32 -6.10
Mn 6.49 -17.09 -12.67
H 6.02 -15.53 -7.84
C 6.02 -20.08 -14.01
C 5.48 -10.77 -7.16
H 2.21 -11.15 -10.73
H 2.22 -21.29 -14.52
N 3.17 -18.97 -10.96
S 9.89 -18.06 -12.05
H 4.94 -17.53 -15.54
H 7.11 -17.56 -17.27
H -0.72 -17.19 -7.29
H 5.23 -19.53 -12.36
H 3.45 -24.53 -11.71
H 6.10 -14.03 -11.37
O 7.55 -12.65 -14.01
H 1.07 -18.05 -8.24
C 5.27 -16.54 -15.23
H 2.34 -18.72 -10.43
H 3.11 -12.75 -10.44
H 4.64 -20.21 -10.53
O 10.86 -18.75 -5.74
C 3.49 -20.31 -8.83
H 4.44 -10.47 -7.01
H 6.63 -21.50 -12.44
H 5.58 -11.85 -7.09
H 2.24 -23.46 -12.47
C 3.16 -11.68 -10.62
N 5.73 -8.87 -8.59
*
```